(1)
C2H4N2O | ωB97M-V with the def2-TZVPD basis set

## Properties
Energy above the lowest of the compared OMol25 structures with the same formula, charge and spin: 2.230 eV
Highest occupied orbital energy: -0.3621 Eh

Element x y z (Å)
O  0.15  -0.06  1.52
N  0.61  -0.67  -0.67
N  -2.47  0.10  -0.53
C  -0.03  0.18  0.24
C  -1.41  0.02  -0.09
H  0.21  -0.66  -1.56
H  1.61  -0.76  -0.75
H  0.32  1.56  0.01
H  1.01  0.30  1.83

Atom charges from the natural (NBO) analysis, given in e for atoms 1 to 2: O -0.6761; N -0.8390

(2)
C2H4N2O2 | ωB97M-V with the def2-TZVPD basis set

## Properties
Energy above the lowest of the compared OMol25 structures with the same formula, charge and spin: 5.443 eV
Highest occupied orbital energy: -0.3487 Eh
Structure (SMILES): C=NO/C=N\O

Element x y z (Å)
O  0.16  -0.16  -0.90
O  -1.80  0.72  1.23
N  -2.03  0.66  -0.14
N  0.66  -0.17  0.39
C  -1.20  0.24  -0.98
C  1.87  -0.48  0.35
H  2.45  -0.62  1.29
H  2.29  -0.67  -0.65
H  -1.52  0.14  -1.99
H  -0.88  0.35  1.38

Atom charges from the natural (NBO) analysis, given in e for atoms 1 to 2: O -0.3828; O -0.5486

(3)
C2H4N2O2 | ωB97M-V with the def2-TZVPD basis set

## Properties
Energy above the lowest of the compared OMol25 structures with the same formula, charge and spin: 2.291 eV
Highest occupied orbital energy: -0.3701 Eh

Element x y z (Å)
O  -0.18  1.14  -0.88
O  -1.37  0.52  1.27
N  -1.10  -1.11  -0.33
N  1.06  0.10  0.50
C  -0.78  0.02  0.38
C  1.00  1.00  -0.42
H  1.86  -0.05  1.09
H  1.83  1.60  -0.81
H  -1.67  -1.75  0.20
H  -0.35  -1.54  -0.85

Atom charges from the natural (NBO) analysis, given in e for atoms 1 to 2: O -0.5566; O -0.5828

(4)
C2H4N2O2 | ωB97M-V with the def2-TZVPD basis set

## Properties
Energy above the lowest of the compared OMol25 structures with the same formula, charge and spin: 0.870 eV
Highest occupied orbital energy: -0.3880 Eh
Structure (SMILES): NC(=O)NC=O

Element x y z (Å)
O  1.62  1.74  -0.30
O  -1.69  0.27  -0.64
N  -0.45  -1.64  -0.37
N  0.17  0.29  0.73
C  0.63  1.59  0.35
C  -0.74  -0.32  -0.16
H  -1.04  -2.11  -1.05
H  0.05  2.44  0.73
H  0.49  -1.99  -0.27
H  0.96  -0.28  1.00

Atom charges from the natural (NBO) analysis, given in e for atoms 1 to 2: O -0.5068; O -0.6157

(5)
C2H4N2O2 | ωB97M-V with the def2-TZVPD basis set

## Properties
Energy above the lowest of the compared OMol25 structures with the same formula, charge and spin: 8.942 eV
Highest occupied orbital energy: -0.3683 Eh

Element x y z (Å)
O  0.95  -0.79  2.80
O  0.39  -2.25  1.38
N  0.66  -0.57  -0.45
N  0.49  -1.12  1.77
C  -0.77  -0.24  -0.33
C  0.26  -0.07  0.81
H  0.86  -1.61  -0.37
H  -1.40  -1.05  -0.18
H  -1.12  0.67  -0.82
H  0.91  1.59  1.32

Atom charges from the natural (NBO) analysis, given in e for atoms 1 to 2: O -0.3252; O -0.4134

(6)
C2H4N2O2S | ωB97M-V with the def2-TZVPD basis set

## Properties
Energy above the lowest of the compared OMol25 structures with the same formula, charge and spin: 2.001 eV
Highest occupied orbital energy: -0.3280 Eh
Structure (SMILES): NC(=S)NOC=O

Element x y z (Å)
S  2.09  0.47  -0.68
O  0.12  0.62  1.40
O  -1.73  1.40  0.52
N  0.35  -1.49  -1.30
N  -0.10  -0.43  0.60
C  -0.78  1.57  1.19
C  0.85  -0.50  -0.49
H  0.77  -1.60  -2.22
H  -0.19  -2.14  -0.86
H  -1.01  -0.35  0.18
H  -0.38  2.46  1.66

Atom charges from the natural (NBO) analysis, given in e for atoms 1 to 2: S -0.0881; O -0.3226

| no. | frontier orbital gap (eV) |
| --- | --- |
| 1 | 10.128 |
| 2 | 10.248 |
| 3 | 10.949 |
| 4 | 11.217 |
| 5 | 9.477 |
| 6 | 9.703 |